A 5-piece molecular cluster, C28H55ClN10O9PS overall, computed with ωB97M-V/def2-TZVPD.

Highest occupied orbital energy ... -10.2 eV
Total energy ... -3524.1523 Eh
LUMO energy ... -2.83 eV
Frontier orbital gap ... 7.42 eV
Total charge ... +1

Geometry as XYZ:
```
105
Properties=species:S:1:pos:R:3:forces:R:3
C -2.407143 -3.047259 1.818357 -0.49 0.04 0.12
C -3.015979 -2.168433 0.753638 -0.36 -0.43 0.56
O -2.070694 -1.843031 -0.288144 0.93 0.38 -0.20
P -1.948216 -0.280072 -0.559910 -1.16 -0.58 0.44
O -3.271874 0.283778 -0.828870 -0.21 0.83 -0.04
C -1.224544 0.413236 0.969706 0.11 0.08 -0.41
C -0.262797 1.614314 0.707079 -0.40 -0.77 0.45
C -0.840699 2.782220 1.379978 0.54 0.27 -0.28
N -1.478833 3.785206 0.814435 -0.05 0.17 0.03
C -1.869493 4.579163 1.819329 -0.23 0.28 -0.24
N -2.585370 5.701314 1.592577 -0.02 0.31 -0.16
C -3.090592 6.620217 2.602353 1.08 -0.54 -0.78
C -4.337386 6.367631 3.101446 -0.80 -0.25 0.25
C -4.847437 7.208142 4.076341 0.48 -0.13 -0.25
C -4.026138 8.250518 4.459701 -0.73 -0.05 0.29
C -2.804968 8.410036 3.850392 1.05 0.84 0.00
N -2.278580 7.620305 2.910422 -0.99 -0.32 0.51
S -2.992195 6.117243 -0.026767 -1.64 0.91 -1.76
C -1.479895 6.578438 -0.830157 0.56 -0.34 0.49
O -3.776307 7.303477 0.083168 0.47 0.66 1.02
O -3.674103 5.060203 -0.684674 0.82 -1.06 0.23
N -1.461730 4.124212 3.007533 -0.17 -0.57 0.89
C -1.560313 4.593724 4.384245 0.37 1.32 0.45
C -0.470164 5.655092 4.706101 -0.12 -0.75 -0.04
N 0.652129 4.985578 5.371819 -0.04 0.34 -0.18
N -0.791003 2.958616 2.707257 0.32 -0.64 -0.59
Cl -0.057149 1.895069 3.771487 -0.25 0.39 0.28
O -0.907628 -0.064281 -1.728229 0.11 -0.12 0.48
C -1.242236 0.979404 -2.670945 0.97 0.05 -1.09
C 0.046521 1.603088 -3.238536 -0.56 0.37 0.42
H -1.997498 -3.971792 1.426460 0.23 0.01 -0.06
H -3.231313 -3.313396 2.480049 -0.06 -0.18 0.05
H -1.701951 -2.503355 2.442552 0.39 -0.07 -0.15
H -3.411440 -1.289613 1.260539 0.11 0.40 -0.26
H -3.881573 -2.647220 0.309237 0.06 -0.19 -0.28
H -0.748884 -0.363101 1.560536 0.28 -0.06 -0.14
H -2.088592 0.752272 1.537345 -0.20 -0.04 0.01
H 0.693907 1.330518 1.128217 0.23 0.16 -0.03
H -0.114442 1.798558 -0.348851 -0.06 0.20 -0.09
H -4.908685 5.529161 2.736094 -0.01 -0.11 -0.12
H -5.820844 7.024888 4.497253 -0.14 0.11 0.12
H -4.340107 8.949781 5.216673 0.02 0.13 0.08
H -2.198059 9.254969 4.150418 0.13 0.01 -0.05
H -1.698875 7.373143 -1.531859 -0.41 0.03 -0.07
H -1.024310 5.738257 -1.341015 -0.06 -0.19 0.08
H -0.811527 6.979669 -0.071809 0.06 0.01 0.06
H -1.411324 3.793241 5.098751 -0.01 -0.46 -0.31
H -2.547059 4.996861 4.571358 -0.24 -0.02 -0.33
H -0.172360 6.144680 3.780518 -0.06 0.19 -0.07
H -0.922278 6.411562 5.339290 0.08 0.03 0.20
H 1.057140 5.579435 6.082559 0.03 -0.01 0.04
H 1.380775 4.811368 4.691723 0.15 -0.08 0.13
H -1.850352 1.768225 -2.247151 -0.37 -0.27 0.33
H -1.756789 0.504289 -3.496272 -0.47 -0.04 0.09
H 0.938845 1.180770 -2.787852 0.09 -0.23 -0.16
H 0.038053 2.669575 -3.018248 0.17 0.12 0.05
H 0.039888 1.526698 -4.319620 0.34 -0.22 -0.11
C -5.385892 -5.653334 -0.695396 -0.08 -0.01 -0.01
O -5.227235 -4.778890 0.138178 0.06 0.12 0.10
N -4.411407 -6.141658 -1.477462 -0.01 -0.13 -0.14
C -4.649559 -7.186317 -2.456051 0.20 0.09 0.10
C -3.070176 -5.600792 -1.335745 -0.14 0.15 0.06
H -6.367673 -6.120832 -0.877064 0.01 -0.01 0.00
H -4.029494 -8.054718 -2.228666 -0.02 -0.03 -0.09
H -4.398581 -6.822563 -3.454086 -0.03 -0.09 -0.04
H -5.696064 -7.483450 -2.441333 -0.02 0.04 0.04
H -2.718140 -5.757213 -0.314982 0.08 0.02 -0.03
H -3.083441 -4.527071 -1.535074 0.08 0.00 0.04
H -2.396082 -6.095327 -2.029801 -0.04 -0.10 0.02
C 2.956342 -0.236856 0.818232 -0.04 -0.02 -0.04
O 1.818305 -0.448501 0.416417 0.02 0.07 0.12
N 3.966899 -1.100401 0.735298 0.18 0.00 0.04
C 5.294372 -0.787073 1.229508 -0.05 -0.14 -0.11
C 3.732566 -2.404012 0.127302 -0.52 -0.04 0.32
H 3.241400 0.719316 1.295930 0.02 -0.01 -0.01
H 6.011088 -0.843704 0.410191 0.05 -0.02 0.04
H 5.578284 -1.503355 2.002053 0.08 0.04 0.01
H 5.313869 0.215835 1.652751 -0.05 0.00 0.00
H 3.394841 -2.274590 -0.895222 0.03 -0.09 -0.06
H 2.955885 -2.930104 0.687648 0.00 0.02 0.00
H 4.646063 -2.981870 0.134805 0.09 0.04 -0.03
C 6.188903 -1.650910 -2.768022 -0.08 0.01 -0.02
O 5.682190 -2.301833 -1.867162 0.26 0.11 -0.19
N 7.412429 -1.863301 -3.270447 0.08 0.09 -0.10
C 7.958208 -1.053452 -4.344708 0.08 -0.19 0.13
C 8.216972 -2.943121 -2.718939 -0.19 0.02 0.08
H 5.660181 -0.813221 -3.252521 0.01 0.00 -0.01
H 8.186947 -1.684828 -5.204509 0.03 0.08 -0.05
H 8.873368 -0.562504 -4.009904 0.01 0.04 -0.09
H 7.240219 -0.294053 -4.645995 -0.04 -0.01 0.03
H 7.695718 -3.892399 -2.842015 0.06 -0.03 0.04
H 8.378476 -2.777412 -1.653600 0.04 -0.07 0.00
H 9.174916 -2.985207 -3.229512 -0.01 0.05 -0.04
C 0.192491 -7.394974 -3.203420 -0.04 -0.10 -0.10
O -0.623822 -7.900963 -2.456904 -0.06 0.07 0.07
N 1.104466 -6.478183 -2.832225 0.11 0.09 -0.10
C 2.053611 -5.910396 -3.769718 -0.06 0.03 0.26
C 1.134634 -6.046537 -1.444108 -0.15 -0.16 -0.05
H 0.249948 -7.655255 -4.273721 0.03 0.01 0.00
H 3.072717 -6.127948 -3.444095 0.04 0.05 -0.09
H 1.920411 -4.827980 -3.823037 0.08 0.01 -0.07
H 1.902595 -6.333341 -4.760378 -0.04 -0.03 0.01
H 1.318145 -6.902702 -0.794246 -0.01 0.05 0.06
H 0.173599 -5.609662 -1.170260 0.03 0.02 0.08
H 1.920977 -5.308926 -1.306011 0.02 0.01 -0.06
```
Positions in Å, forces in eV/Å.

Atom charges from the Löwdin analysis, given in e for atoms 1 to 99: number 1, C, carries -0.06; number 2, C, carries -0.28; number 3, O, carries -0.19; number 4, P, carries 0.47; number 5, O, carries -0.24; number 6, C, carries -0.17; number 7, C, carries -0.13; number 8, C, carries -0.31; number 9, N, carries 0.25; number 10, C, carries -0.29; number 11, N, carries -0.03; number 12, C, carries -0.36; number 13, C, carries -0.01; number 14, C, carries -0.01; number 15, C, carries -0.04; number 16, C, carries -0.12; number 17, N, carries 0.17; number 18, S, carries 0.63; number 19, C, carries -0.11; number 20, O, carries -0.26; number 21, O, carries -0.25; number 22, N, carries 0.04; number 23, C, carries -0.10; number 24, C, carries -0.24; number 25, N, carries 0.00; number 26, N, carries -0.38; number 27, Cl, carries 0.90; number 28, O, carries -0.19; number 29, C, carries -0.25; number 30, C, carries -0.06; number 31, H, carries 0.07; number 32, H, carries 0.09; number 33, H, carries 0.06; number 34, H, carries 0.10; number 35, H, carries 0.10; number 36, H, carries 0.08; number 37, H, carries 0.09; number 38, H, carries 0.08; number 39, H, carries 0.11; number 40, H, carries 0.14; number 41, H, carries 0.12; number 42, H, carries 0.12; number 43, H, carries 0.12; number 44, H, carries 0.08; number 45, H, carries 0.06; number 46, H, carries 0.07; number 47, H, carries 0.10; number 48, H, carries 0.11; number 49, H, carries 0.10; number 50, H, carries 0.11; number 51, H, carries 0.07; number 52, H, carries 0.07; number 53, H, carries 0.10; number 54, H, carries 0.12; number 55, H, carries 0.08; number 56, H, carries 0.06; number 57, H, carries 0.07; number 58, C, carries -0.35; number 59, O, carries 0.00; number 60, N, carries -0.19; number 61, C, carries -0.05; number 62, C, carries -0.03; number 63, H, carries 0.13; number 64, H, carries 0.09; number 65, H, carries 0.09; number 66, H, carries 0.08; number 67, H, carries 0.09; number 68, H, carries 0.09; number 69, H, carries 0.06; number 70, C, carries -0.34; number 71, O, carries -0.01; number 72, N, carries -0.17; number 73, C, carries -0.04; number 74, C, carries -0.05; number 75, H, carries 0.13; number 76, H, carries 0.08; number 77, H, carries 0.09; number 78, H, carries 0.08; number 79, H, carries 0.08; number 80, H, carries 0.09; number 81, H, carries 0.08; number 82, C, carries -0.33; number 83, O, carries -0.01; number 84, N, carries -0.19; number 85, C, carries -0.05; number 86, C, carries -0.03; number 87, H, carries 0.14; number 88, H, carries 0.09; number 89, H, carries 0.09; number 90, H, carries 0.08; number 91, H, carries 0.09; number 92, H, carries 0.09; number 93, H, carries 0.09; number 94, C, carries -0.35; number 95, O, carries 0.00; number 96, N, carries -0.20; number 97, C, carries -0.06; number 98, C, carries -0.03; number 99, H, carries 0.13